# 1
10 unconnected molecules or ions with the total composition H21O10, computed with ωB97M-V/def2-TZVPD.

Last column: Löwdin charge in e.
Geometry (Å):
O  1.72  -0.21  2.44  0.07
H  -2.16  1.19  -0.28  0.09
H  1.25  -3.49  -1.51  0.00
O  0.66  -0.51  0.23  -0.11
H  -1.22  0.99  3.12  0.10
H  -0.35  -0.21  0.42  0.14
O  0.95  -2.79  -1.13  0.08
H  1.01  0.25  3.10  0.19
H  0.45  -1.48  0.13  0.05
O  2.33  1.46  0.31  -0.05
H  3.26  1.37  0.07  0.08
H  1.87  0.79  -0.29  0.05
O  -1.68  1.19  0.59  0.01
H  1.68  -3.58  2.01  0.11
H  -1.76  2.04  0.83  -0.04
O  -1.94  3.57  -0.69  0.04
H  -1.07  4.00  -0.97  0.13
H  -2.17  2.96  -1.41  0.06
O  -0.62  1.79  3.12  -0.01
H  -3.46  -1.64  -1.79  0.09
H  -0.92  2.16  2.32  -0.03
O  -2.80  -2.28  -2.15  0.11
H  -2.78  -1.86  -3.12  0.17
H  2.02  0.52  1.79  0.10
O  0.44  0.83  -3.89  0.15
H  1.25  -0.91  1.62  0.19
O  0.99  -3.02  1.57  -0.04
H  1.25  -3.14  0.67  -0.02
H  1.39  0.73  -4.18  0.14
H  0.06  -2.66  -1.26  0.02
H  0.20  1.69  -4.32  0.13

Computed properties:
maximum force: 8.14 eV Å⁻¹
2S+1: 2
charge: +2
<S²>: 0.757
electronic energy: -764.11880 Eh
energy relative to the best compared isomer or geometry (same formula, charge and spin): 322.65 kJ/mol


# 2
11 unconnected molecules or ions with the total composition H21O11, computed with ωB97M-V/def2-TZVPD.

Last column: Löwdin charge in e.
Geometry (Å):
O  -0.40  -0.07  0.62  -0.39
H  -0.17  0.53  -0.10  0.00
O  -1.12  -1.05  -1.86  -0.06
H  -0.83  -0.76  -1.02  -0.04
H  -0.44  -0.86  -2.53  0.04
O  1.92  1.10  1.10  -0.10
H  1.81  1.65  0.30  -0.03
H  1.07  0.64  0.97  -0.04
O  -1.81  -1.36  2.40  -0.07
H  -1.13  -0.98  1.83  -0.04
H  -1.41  -1.59  3.27  0.05
O  -0.68  1.42  2.74  -0.08
H  -0.34  0.90  3.44  -0.01
H  -0.74  0.86  1.93  -0.03
O  -0.64  1.88  -2.40  -0.04
H  0.14  2.19  -1.98  -0.05
H  -0.30  1.69  -3.29  0.05
O  0.15  -3.19  -0.63  -0.10
H  -0.23  -2.53  -1.24  -0.02
H  0.41  -2.75  0.20  -0.03
O  1.73  -0.34  -2.07  -0.07
H  2.07  -1.20  -1.74  0.07
H  1.35  -0.01  -1.24  0.01
O  1.04  -2.02  1.62  -0.10
H  0.48  -2.55  2.25  0.07
H  0.46  -1.30  1.30  -0.03
O  1.71  2.55  -1.19  -0.03
H  1.62  3.46  -0.86  0.10
H  2.63  2.43  -1.33  0.06
O  -3.02  0.58  0.01  -0.03
H  -2.17  0.39  0.35  -0.05
H  -3.13  0.30  -0.88  0.00

Computed properties:
maximum force: 3.11 eV Å⁻¹
charge: -1
electronic energy: -840.27708 Eh
energy relative to the best compared isomer or geometry (same formula, charge and spin): 176.59 kJ/mol


# 3
A molecular structure, H22KrO11, computed with ωB97M-V/def2-TZVPD.

Last column: Löwdin charge in e.
Geometry (Å):
Kr  0.55  0.08  -0.37  0.36
O  0.91  -1.17  -4.10  -0.07
H  0.08  -1.28  -3.65  -0.02
H  1.02  -0.22  -4.18  0.02
O  1.28  -3.31  1.02  -0.05
H  2.01  -3.92  0.92  0.05
H  0.50  -3.85  0.91  0.05
O  -3.59  -0.34  0.24  -0.04
H  -3.06  -0.03  0.97  0.00
H  -3.66  0.42  -0.35  0.06
O  -1.75  0.30  2.38  -0.05
H  -1.22  0.98  1.97  0.00
H  -1.15  -0.43  2.50  0.00
O  2.03  0.73  3.19  -0.04
H  2.33  1.38  3.81  0.08
H  2.81  0.24  2.94  0.08
O  0.50  -1.53  3.10  -0.06
H  0.87  -1.94  2.31  -0.02
H  1.14  -0.86  3.34  -0.01
O  0.66  2.58  1.62  -0.09
H  1.46  3.01  1.31  0.02
H  0.96  1.93  2.25  -0.03
O  -0.05  2.54  -2.48  -0.10
H  -0.55  1.82  -2.11  -0.05
H  0.81  2.46  -2.07  -0.06
O  -1.79  -0.66  -3.15  -0.07
H  -1.72  -1.27  -2.41  -0.03
H  -2.44  -0.02  -2.87  0.04
O  2.55  2.71  -1.68  -0.04
H  3.18  3.21  -2.20  0.06
H  2.64  3.04  -0.79  0.04
O  -2.08  -2.23  -0.96  -0.08
H  -2.46  -1.48  -0.50  -0.03
H  -2.76  -2.90  -0.90  0.06

Computed properties:
maximum force: 1.21 eV Å⁻¹
electronic energy: -3594.44542 Eh
energy relative to the best compared isomer or geometry (same formula, charge and spin): 55.24 kJ/mol


# 4
A molecular structure, H22Li2O19S2, computed with ωB97M-V/def2-TZVPD.

Last column: Löwdin charge in e.
Geometry (Å):
Li  -0.97  -1.46  -2.08  0.72
Li  -0.45  1.71  -2.28  0.72
S  1.09  0.27  -3.95  0.23
O  0.05  -0.05  -2.94  -0.53
O  0.74  -0.43  -5.18  -0.38
O  1.08  1.72  -4.21  -0.41
O  2.44  -0.13  -3.49  -0.37
S  -0.57  -0.10  0.20  0.34
O  0.60  -0.86  -0.15  -0.34
O  -0.53  1.21  -0.43  -0.39
O  -1.67  -0.90  -0.41  -0.42
O  -0.69  -0.04  1.68  -0.35
O  -4.06  0.23  -0.87  -0.09
H  -3.11  -0.03  -0.83  -0.03
H  -4.33  0.27  0.05  0.02
O  1.88  -3.01  0.60  -0.09
H  1.32  -2.25  0.31  -0.02
H  2.16  -2.79  1.49  0.01
O  3.09  0.34  -1.02  -0.10
H  2.79  0.13  -1.95  -0.03
H  2.42  -0.07  -0.46  -0.01
O  -2.55  1.03  3.16  -0.09
H  -3.03  0.31  3.57  0.04
H  -1.89  0.57  2.57  0.00
O  0.61  -2.83  -2.41  -0.08
H  1.35  -2.20  -2.56  0.04
H  1.04  -3.63  -2.10  0.05
O  1.65  2.22  0.92  -0.08
H  0.77  1.90  0.63  -0.01
H  2.25  1.85  0.24  0.02
O  -2.18  3.11  1.38  -0.08
H  -2.45  2.46  2.06  -0.02
H  -1.61  2.61  0.78  -0.01
O  1.06  3.32  -1.83  -0.08
H  1.45  4.07  -1.37  0.04
H  1.52  3.28  -2.69  0.03
O  1.53  0.77  3.42  -0.08
H  0.70  0.52  2.99  -0.02
H  1.96  1.33  2.76  0.00
O  -0.40  -1.98  3.33  -0.10
H  0.53  -1.96  3.58  0.04
H  -0.46  -1.30  2.58  0.00
O  -1.87  -3.43  1.61  -0.09
H  -1.50  -2.98  2.39  -0.01
H  -1.77  -2.80  0.89  -0.01

Computed properties:
maximum force: 3.76 eV Å⁻¹
charge: -2
electronic energy: -2254.61080 Eh